Density functional theory data (the ωB97M-V functional and the def2-TZVPD basis) for C62H71N3O3P2S3SrTe as an isolated structure in a non-equilibrium geometry.

Computed properties:
**Relative energy (zero: lowest compared OMol25 entry of this formula, charge and spin)**: 30.1 kcal per mole
**LUMO energy**: 3.26 eV
**Total charge**: -2
**HOMO energy**: -1.07 eV
**Frontier orbital gap**: 4.33 eV

```
146
Properties=species:S:1:pos:R:3:forces:R:3:lowdin_charge:R:1
Sr 0.627 -0.486 0.124 -1.98 -1.26 0.34 1.093
C -1.135 3.030 2.218 0.87 0.30 0.13 -0.065
C -2.332 2.323 2.245 -0.51 -0.61 0.22 -0.154
C -2.084 1.118 2.992 -0.35 0.04 -0.33 -0.163
C -0.732 1.157 3.379 0.32 -0.01 0.01 -0.084
C -0.138 2.331 2.915 0.14 0.19 -0.16 -0.255
C 1.239 2.851 3.231 -0.03 0.19 0.15 -0.560
C 1.892 3.426 1.972 0.05 -0.10 0.17 -0.048
C 1.121 3.968 4.285 0.15 -0.12 -0.11 -0.062
C 2.137 1.745 3.786 -0.09 0.22 -0.15 -0.075
C -2.963 0.034 3.607 -0.12 -0.04 0.22 -0.530
C -2.150 -1.257 3.816 -0.05 0.09 -0.07 -0.071
C -4.192 -0.401 2.806 0.15 0.06 0.09 -0.063
C -3.422 0.527 4.995 -0.04 -0.16 -0.12 -0.059
C -3.563 2.850 1.520 -0.22 0.13 -0.03 -0.526
C -4.019 1.902 0.404 0.06 0.17 0.12 -0.067
C -3.247 4.173 0.802 -0.06 -0.15 0.10 -0.093
C -4.710 3.159 2.500 0.10 -0.07 -0.14 -0.058
H -0.964 3.976 1.736 -0.03 0.17 -0.19 0.082
H -0.248 0.455 4.035 0.08 -0.22 0.08 0.079
H 1.318 4.270 1.599 -0.10 0.13 -0.12 0.074
H 1.915 2.668 1.195 0.05 -0.04 -0.13 0.062
H 2.912 3.764 2.173 0.13 0.08 0.04 0.074
H 0.491 4.769 3.905 -0.08 0.09 -0.02 0.072
H 2.101 4.379 4.535 0.18 0.10 0.06 0.064
H 0.663 3.579 5.193 -0.08 -0.04 0.09 0.077
H 2.158 0.912 3.089 0.03 -0.12 0.00 0.044
H 1.766 1.389 4.745 -0.08 -0.12 0.14 0.079
H 3.157 2.109 3.931 0.13 0.07 0.02 0.075
H -1.656 -1.539 2.886 0.00 -0.09 -0.02 0.083
H -2.812 -2.068 4.123 -0.07 -0.10 0.02 0.072
H -1.396 -1.145 4.591 0.14 0.04 0.07 0.062
H -3.878 -0.784 1.838 -0.03 -0.05 -0.20 0.068
H -4.899 0.407 2.663 -0.11 0.08 -0.09 0.051
H -4.715 -1.201 3.337 -0.02 -0.06 0.06 0.075
H -2.556 0.778 5.604 0.10 0.03 0.04 0.075
H -4.003 -0.241 5.514 -0.13 -0.11 0.09 0.067
H -4.032 1.422 4.902 -0.09 0.12 -0.01 0.063
H -3.183 1.723 -0.270 -0.04 -0.03 -0.07 0.041
H -4.844 2.346 -0.159 -0.11 0.06 -0.11 0.074
H -4.342 0.943 0.779 -0.01 -0.17 -0.04 0.036
H -2.466 4.004 0.065 0.16 0.08 -0.10 0.049
H -2.927 4.947 1.498 0.10 0.09 0.08 0.075
H -4.135 4.534 0.280 -0.12 -0.01 -0.03 0.073
H -4.984 2.292 3.090 -0.05 -0.10 0.09 0.042
H -5.599 3.501 1.965 -0.12 0.04 -0.09 0.070
H -4.402 3.944 3.190 0.05 0.06 0.08 0.079
S -2.068 -0.816 -0.881 0.04 -0.06 0.17 0.569
C -2.320 -2.531 -0.909 0.09 0.01 -0.03 -0.751
C -3.642 -2.932 -1.102 -0.19 -0.54 0.09 -0.140
C -4.010 -4.261 -1.300 1.47 0.20 0.17 -0.242
C -5.354 -4.598 -1.490 -1.32 -0.23 -0.24 -0.225
N -6.470 -4.843 -1.651 0.11 0.00 -0.01 0.136
C -2.996 -5.251 -1.306 0.02 1.34 0.24 -0.237
C -1.685 -4.870 -1.040 -0.38 -0.10 -0.06 -0.115
C -1.309 -3.544 -0.810 -0.47 -0.10 0.04 -0.773
S 0.346 -3.272 -0.441 0.43 -0.13 0.00 0.475
C -3.308 -6.585 -1.588 -0.25 -1.31 -0.21 -0.221
N -3.555 -7.687 -1.830 0.04 0.10 0.03 0.129
H -4.404 -2.166 -1.104 -0.07 0.02 -0.02 0.103
H -0.914 -5.629 -1.007 -0.01 0.01 -0.04 0.096
O 3.291 1.386 -1.604 0.31 0.11 0.26 -0.050
C 2.122 1.776 -1.524 0.78 1.44 -1.07 -0.763
O 1.251 1.415 -0.702 0.66 0.99 0.04 -0.385
C 1.598 2.855 -2.497 -0.32 -0.41 0.38 -0.220
P -0.238 2.787 -2.209 -0.26 0.89 -0.71 1.123
C -0.672 4.175 -3.366 0.03 -0.15 0.24 -0.374
C -1.236 5.301 -2.780 -0.06 -0.17 0.07 -0.106
C -1.521 6.428 -3.527 0.02 0.25 -0.10 -0.101
C -1.228 6.447 -4.879 -0.11 0.21 0.01 -0.117
C -0.664 5.332 -5.478 0.13 0.02 -0.18 -0.105
C -0.391 4.203 -4.728 -0.06 -0.01 -0.05 -0.103
C -0.709 1.384 -3.285 -0.64 0.33 -0.08 -0.375
C 0.104 0.184 -3.323 0.14 -0.34 -0.29 -0.141
C -0.232 -0.859 -4.078 0.35 -0.17 0.07 -0.174
C -1.507 -0.953 -4.829 -0.08 -0.29 -0.17 -0.477
C -2.517 0.120 -4.453 -0.21 0.10 0.07 -0.356
C -1.888 1.380 -3.920 0.23 -0.10 0.13 -0.070
H 1.904 2.695 -3.536 0.01 -0.07 0.13 0.078
H 1.968 3.836 -2.183 -0.03 -0.11 0.03 0.095
H -1.469 5.270 -1.725 -0.02 0.04 0.15 0.082
H -1.957 7.297 -3.054 -0.08 0.06 0.03 0.095
H -1.444 7.327 -5.466 -0.01 0.08 -0.07 0.089
H -0.420 5.360 -6.532 -0.03 -0.06 -0.08 0.092
H 0.023 3.329 -5.211 0.07 -0.10 0.00 0.102
H 1.035 0.186 -2.786 0.13 -0.27 -0.03 0.051
H 0.434 -1.710 -4.171 0.16 -0.02 0.17 0.091
H -1.301 -0.939 -5.907 -0.08 -0.04 0.04 0.092
H -3.086 -0.225 -3.579 0.04 0.00 -0.09 0.091
H -2.519 2.261 -3.942 -0.04 0.12 0.09 0.114
C 3.441 0.043 -4.226 0.03 -0.30 0.62 -0.154
P 3.671 -1.141 -2.833 1.53 -0.06 -1.90 0.578
C 3.978 -2.701 -3.783 -0.21 0.53 0.42 -0.160
C 5.304 -0.732 -2.105 -0.66 -0.06 -0.13 -0.168
O 2.566 -1.336 -1.889 -0.95 -0.07 0.95 -0.429
H 4.260 -0.040 -4.938 0.10 -0.16 -0.03 0.048
H 3.418 1.049 -3.821 -0.01 0.06 0.01 0.025
H 2.494 -0.177 -4.718 0.00 -0.03 0.00 0.042
H 4.932 -2.683 -4.301 0.13 0.04 -0.08 0.040
H 3.172 -2.798 -4.507 -0.07 -0.05 -0.07 0.045
H 3.930 -3.560 -3.118 0.03 -0.07 0.08 0.032
H 6.041 -0.599 -2.892 0.10 -0.03 -0.10 0.047
H 5.615 -1.525 -1.428 0.06 -0.11 0.00 0.030
H 5.166 0.193 -1.557 0.02 0.16 0.08 0.027
C -3.463 0.468 -5.610 0.03 0.06 0.25 -0.112
Te -2.305 -2.976 -4.407 -0.17 0.47 -0.07 1.348
C -4.360 -2.258 -4.437 0.50 -0.12 0.22 -0.400
C -4.659 -1.820 -5.816 -0.07 0.00 -0.35 -0.301
C -5.369 -2.703 -6.627 -0.05 0.07 -0.01 -0.059
C -5.600 -2.440 -7.962 -0.10 -0.10 -0.07 -0.102
C -5.116 -1.267 -8.516 -0.02 -0.01 -0.13 -0.109
C -4.418 -0.381 -7.716 0.00 -0.03 -0.09 -0.057
C -4.176 -0.627 -6.368 -0.05 0.06 -0.08 -0.183
H -2.878 1.040 -6.341 -0.10 0.02 0.06 0.118
H -4.227 1.150 -5.216 0.05 0.07 -0.02 0.132
H -4.443 -1.472 -3.694 -0.02 -0.08 0.12 0.056
H -4.986 -3.095 -4.138 0.03 -0.07 0.08 0.049
H -5.729 -3.620 -6.178 -0.03 -0.08 -0.05 0.112
H -6.145 -3.152 -8.566 -0.04 -0.02 -0.05 0.093
H -5.273 -1.044 -9.564 -0.02 0.00 -0.03 0.090
H -4.039 0.533 -8.155 0.03 0.07 0.01 0.105
N 2.098 -1.250 1.862 0.14 0.01 0.56 -0.475
S 3.476 -1.281 1.139 1.20 -0.91 1.31 1.005
C 4.752 -0.720 2.315 0.28 0.35 0.12 -0.352
C 5.989 -0.306 1.832 -0.38 -0.12 -0.15 -0.073
C 6.962 0.139 2.706 0.24 0.05 0.34 -0.084
C 6.720 0.162 4.076 -0.11 -0.06 -0.19 -0.085
C 5.482 -0.247 4.556 0.32 0.08 0.14 -0.077
C 4.503 -0.675 3.683 -0.33 -0.08 -0.54 -0.109
C 4.060 -3.004 1.185 0.26 -0.18 -0.54 -0.329
C 4.238 -3.649 -0.033 -0.26 0.48 0.17 -0.085
C 4.681 -4.955 -0.071 0.20 -0.47 0.16 -0.068
C 4.944 -5.634 1.111 -0.06 0.22 -0.10 -0.080
C 4.741 -4.998 2.330 0.05 -0.27 -0.04 -0.078
C 4.306 -3.689 2.371 -0.21 0.40 -0.06 -0.067
H 2.036 -1.824 2.694 -0.03 -0.08 0.02 0.026
H 6.182 -0.325 0.769 0.01 0.03 -0.14 0.096
H 7.917 0.477 2.324 0.01 -0.01 -0.03 0.100
H 7.485 0.503 4.761 0.00 0.03 -0.02 0.097
H 5.276 -0.222 5.618 -0.02 0.02 0.03 0.106
H 3.531 -0.955 4.059 -0.15 0.04 0.04 0.103
H 3.987 -3.119 -0.936 -0.09 0.00 -0.10 0.057
H 4.817 -5.456 -1.019 -0.03 0.01 -0.06 0.104
H 5.298 -6.655 1.085 -0.01 -0.07 0.00 0.098
H 4.920 -5.536 3.252 0.01 0.03 0.04 0.102
H 4.154 -3.198 3.323 0.04 -0.02 0.05 0.103
```
Positions in Å, forces in eV/Å.